A.
Below is a single C6H14N2 molecule, with properties calculated with the ωB97M-V functional and the def2-TZVPD basis.

## Properties
SMILES	CCC1(NN)CCC1
HOMO-LUMO gap	9.395	eV
HOMO energy	-8.38	eV

Structure (XYZ):
```
22
Properties=species:S:1:pos:R:3:lowdin_charge:R:1
H 1.01344 0.14504 -1.88896 0.10
C -0.02049 0.08005 0.07344 -0.38
H 2.52278 -1.27864 -0.57823 0.10
C -1.49435 -0.02645 0.37329 -0.22
H 0.34527 1.90728 1.22826 0.09
N 0.37024 1.77524 0.21776 -0.07
H -2.18421 0.22314 -1.65760 0.07
H -2.07335 1.72077 -0.72942 0.06
H 0.48470 -1.41537 1.63500 0.11
C 0.95446 -0.75496 0.90851 -0.14
H -0.23756 -1.09480 -1.77395 0.11
C 1.46147 -1.42777 -0.37747 -0.16
H -1.75871 -1.08775 0.42047 0.12
H 2.38966 1.49751 0.07613 0.07
H 1.71660 -0.16827 1.42831 0.10
N 1.63715 2.11960 -0.23071 -0.06
H -1.69297 0.40975 1.35435 0.11
H 1.24271 -2.49113 -0.43608 0.10
H -3.40167 0.58553 -0.43000 0.07
C -2.34719 0.67149 -0.67922 -0.10
C 0.51485 -0.54647 -1.21247 -0.13
H 1.63144 2.16761 -1.24487 0.07
```

***

B.
Below is a molecular structure, C6H14N2, with properties calculated with the ωB97M-V functional and the def2-TZVPD basis.

## Properties
HOMO-LUMO gap (spin up / spin down)	7.161 / 6.311	eV
HOMO energy (spin up / spin down)	-6.67 / -6.26	eV

Structure (XYZ):
```
22
Properties=species:S:1:pos:R:3:lowdin_charge:R:1
H 0.08118 -1.37897 -0.87888 0.10
C 2.09542 -0.75346 0.29152 -0.08
H 2.03674 -1.56382 1.02223 0.07
C -1.73932 -0.94549 -0.10871 -0.30
H 2.63029 0.08305 0.75786 0.07
H -0.18024 0.92168 2.49062 0.13
N -0.92614 1.98754 0.91324 0.13
H 1.47667 0.52142 -2.02289 0.08
H 1.02509 1.71446 -0.80936 0.07
H -1.27566 2.01242 -0.03033 0.10
H -0.79309 2.86885 1.37873 0.11
C 0.74544 0.74344 -1.24196 -0.10
N -1.20217 -1.82357 -1.08141 -0.09
H -2.37745 -1.45425 0.61863 0.09
C -0.44910 -0.41394 0.77065 -0.30
H -0.22231 0.85947 -1.74165 0.07
C -0.50234 0.83539 1.45874 -0.09
H -2.29003 -0.07369 -0.49368 0.09
H -1.35600 -1.44719 -2.01375 0.02
H -0.22147 -1.19749 1.49496 0.13
C 0.72142 -0.39113 -0.24083 -0.39
H 2.72309 -1.10476 -0.53374 0.08
```

***

Least stable = B